{
  "formula": "C4H4Cl12",
  "method": "ωB97M-V with the def2-TZVPD basis set",
  "symbols": ["Cl", "C", "Cl", "Cl", "H", "Cl", "C", "Cl", "Cl", "H", "Cl", "C", "Cl", "Cl", "H", "Cl", "C", "Cl", "Cl", "H"],
  "xyz": [[0.25750, -0.62440, 0.25974], [-0.96820, 0.66864, 0.29051], [-0.21038, 2.24059, 0.51975], [-2.16311, 0.34472, 1.51804], [-1.42791, 0.66295, -0.68745], [-4.06813, 0.85247, -5.08739], [-4.78500, 1.55273, -3.62876], [-5.41518, 3.16190, -3.94993], [-3.61189, 1.58196, -2.32084], [-5.60083, 0.89929, -3.35659], [4.65921, -0.96207, 0.75445], [3.47710, -1.87689, -0.17859], [2.74088, -3.15094, 0.78784], [4.20529, -2.53494, -1.64472], [2.70390, -1.19286, -0.50035], [1.93908, 1.40888, 3.38970], [2.04673, -0.35303, 3.34617], [0.59760, -1.09694, 4.01077], [3.49168, -0.93275, 4.16768], [2.13164, -0.64930, 2.30995]],
  "forces_ev_per_a": [[-0.1, 0.0, 0.0], [0.4, 0.0, -0.2], [0.0, 0.0, 0.0], [-0.2, 0.0, 0.1], [-0.1, 0.0, 0.0], [0.0, 0.0, 0.0], [0.1, -0.1, -0.4], [0.0, 0.0, 0.0], [0.0, 0.0, 0.2], [-0.1, 0.1, 0.2], [0.0, 0.0, 0.0], [0.2, 0.0, -0.3], [-0.1, 0.0, 0.1], [0.0, -0.1, 0.0], [0.0, 0.0, 0.1], [0.0, -0.1, 0.1], [0.1, 0.0, -0.1], [0.0, 0.0, 0.0], [0.0, 0.0, 0.1], [-0.1, 0.0, 0.0]],
  "orbital_gap_ev": 11.4,
  "e_tot_ha": -5677.097436,
  "total_charge": 0,
  "e_above_lowest_kj_mol": 9.9,
  "e_homo_ev": -10.96,
  "e_lumo_ev": 0.42,
  "smiles": "ClC(Cl)Cl.ClC(Cl)Cl.ClC(Cl)Cl.ClC(Cl)Cl"
}


{
  "formula": "C5H12N2O",
  "method": "ωB97M-V with the def2-TZVPD basis set",
  "symbols": ["C", "N", "C", "C", "N", "C", "C", "O", "H", "H", "H", "H", "H", "H", "H", "H", "H", "H", "H", "H"],
  "xyz": [[2.05782, -0.68089, -1.38792], [0.74534, -0.44605, -1.70395], [0.13715, 0.63564, -0.93378], [-0.06976, 0.16510, 0.42637], [0.46620, 1.17008, 1.32550], [-1.60226, -0.14492, 0.50010], [-2.15019, -0.71278, 1.82541], [-1.59388, -1.64379, 2.29001], [2.38311, -0.50430, -0.25768], [2.15779, -1.77450, -1.63589], [2.82934, -0.13583, -1.87929], [0.51897, -0.32653, -2.69106], [-0.71582, 0.96587, -1.54329], [0.76838, 1.54180, -0.94309], [0.49149, -0.83265, 0.95101], [0.39719, 0.77788, 2.21169], [-0.03410, 2.05290, 1.25468], [-1.85606, -0.94977, -0.24427], [-2.06820, 0.85463, 0.12711], [-2.86254, -0.01186, 2.30832]],
  "forces_ev_per_a": [[3.0, -2.8, 2.3], [-3.3, 1.7, -0.6], [1.7, 0.1, -3.2], [-0.4, -2.5, 3.7], [-0.4, 0.7, -1.2], [-1.1, 0.7, -0.8], [1.3, 3.3, -1.9], [-0.1, -1.8, 1.4], [-1.4, -0.6, -2.1], [1.0, 0.8, 0.5], [0.6, 0.8, -1.0], [0.6, -0.2, 0.3], [-0.5, -0.3, 0.8], [0.2, -0.2, 0.3], [-1.3, 2.2, -2.7], [-0.1, -0.1, 2.2], [0.0, -0.1, 0.3], [0.4, 0.8, 0.3], [0.1, -1.8, 1.0], [-0.5, -0.8, 0.5]],
  "orbital_gap_ev": 9.5,
  "e_tot_ha": -382.363290,
  "total_charge": 0,
  "e_above_lowest_kj_mol": 365.6,
  "e_homo_ev": -8.58,
  "e_lumo_ev": 0.92,
  "smiles": "CNC[C@@H](N)CC=O"
}


{
  "formula": "BF4H22O11",
  "method": "ωB97M-V with the def2-TZVPD basis set",
  "symbols": ["B", "F", "F", "F", "F", "O", "H", "H", "O", "H", "H", "O", "H", "H", "O", "H", "H", "O", "H", "H", "O", "H", "H", "O", "H", "H", "O", "H", "H", "O", "H", "H", "O", "H", "H", "O", "H", "H"],
  "xyz": [[6.57846, -15.44626, 18.90313], [5.71395, -14.83153, 17.92629], [7.60134, -14.60438, 19.15770], [5.82367, -15.65065, 20.09780], [6.94426, -16.64555, 18.30112], [7.01387, -14.48975, 14.92388], [6.82167, -15.27282, 15.45904], [6.32052, -13.87136, 15.03358], [4.31778, -17.68803, 18.77557], [4.78152, -18.11851, 18.06332], [5.00649, -17.17284, 19.20846], [7.09513, -17.17709, 15.56401], [6.77493, -17.38577, 16.44166], [8.02176, -17.27617, 15.56143], [8.58807, -11.57428, 20.88835], [8.36936, -11.20166, 21.74174], [7.82382, -11.92426, 20.44782], [3.01479, -14.90431, 18.40056], [3.54062, -15.62496, 18.70757], [3.64822, -14.25610, 18.15909], [9.77554, -14.35359, 17.69429], [9.34012, -14.96912, 18.25760], [10.11218, -13.74670, 18.33987], [5.65656, -13.25202, 21.07571], [4.73240, -13.29927, 20.94429], [5.97691, -14.06791, 20.73137], [6.40722, -11.72315, 19.07313], [6.18338, -12.31175, 19.76793], [6.92965, -12.18000, 18.37404], [7.76737, -12.53062, 16.97585], [8.23776, -13.29551, 17.30273], [7.20501, -12.82938, 16.28301], [4.03115, -15.42116, 15.91800], [4.45653, -15.81055, 15.17980], [4.54631, -15.68039, 16.70319], [3.99084, -12.37806, 17.96924], [4.41097, -12.62196, 17.14255], [4.75238, -12.08300, 18.45561]],
  "forces_ev_per_a": [[-2.0, 0.4, -1.2], [0.5, -0.1, 0.6], [1.1, 0.4, 0.6], [0.4, -0.6, -0.5], [0.6, -0.7, 0.5], [1.3, -0.5, -0.5], [-0.1, 0.0, -0.1], [-1.4, 0.5, 0.1], [-0.3, 0.0, 0.3], [0.1, -0.2, -0.4], [0.0, -0.1, 0.3], [-1.9, 0.1, -0.6], [0.3, 0.0, 0.5], [1.7, -0.2, 0.2], [1.8, 0.1, 0.3], [-0.5, -0.2, -0.1], [-0.9, 0.2, -0.2], [-1.7, -0.5, 0.6], [0.3, -1.0, 0.3], [0.7, 1.4, -0.2], [0.6, 0.1, -0.9], [-0.8, -1.0, 0.5], [0.5, 0.9, 0.4], [1.0, 1.4, 1.1], [-1.7, -0.1, -0.2], [0.4, -1.3, -0.2], [0.5, 1.5, -1.4], [-0.5, -1.3, 1.2], [-0.2, 0.2, 0.1], [0.3, 1.4, 0.7], [0.5, -0.7, -0.2], [-0.3, -0.6, -0.7], [-0.4, 0.4, 0.8], [0.8, -0.6, -1.1], [-0.4, 0.3, -0.4], [-0.9, -0.1, -0.7], [-0.2, -0.2, -0.4], [1.0, 0.6, 0.8]],
  "orbital_gap_ev": 9.7,
  "e_tot_ha": -1265.504135,
  "total_charge": -1,
  "e_above_lowest_kj_mol": 66.5,
  "e_homo_ev": -7.12,
  "e_lumo_ev": 2.63
}


{
  "formula": "C38H30Cl2F3N8O5RbS",
  "method": "ωB97M-V with the def2-TZVPD basis set",
  "symbols": ["Rb", "Cl", "C", "C", "C", "N", "C", "O", "C", "C", "C", "C", "C", "N", "C", "C", "C", "Cl", "N", "C", "O", "C", "C", "C", "C", "C", "N", "H", "H", "H", "H", "H", "H", "H", "H", "H", "H", "C", "C", "C", "C", "C", "C", "C", "N", "N", "C", "C", "C", "C", "C", "C", "N", "C", "C", "C", "C", "C", "C", "N", "H", "H", "H", "H", "H", "H", "H", "H", "H", "H", "H", "H", "H", "H", "H", "H", "H", "H", "H", "H", "F", "C", "F", "F", "S", "O", "O", "O"],
  "xyz": [[-0.31161, -0.05170, -1.16035], [5.72615, -3.95803, -4.03903], [5.07070, -2.80013, -2.90198], [3.90118, -2.12998, -3.22021], [3.32795, -1.20591, -2.35386], [2.06304, -0.69989, -2.66077], [1.88590, -0.05739, -3.79490], [2.66632, 0.28862, -4.70423], [0.41652, 0.25096, -4.07354], [-0.40625, -0.75448, -4.59158], [-1.73697, -0.48451, -4.83618], [-2.21977, 0.78651, -4.55911], [-1.33839, 1.71626, -4.03546], [-0.05185, 1.46869, -3.79007], [3.97637, -0.90449, -1.11681], [5.14834, -1.61359, -0.81890], [5.68023, -2.54811, -1.69191], [7.13538, -3.40571, -1.22553], [3.37541, -0.01038, -0.23182], [4.12021, 0.60455, 0.67257], [5.34512, 0.59213, 0.91472], [3.28592, 1.42974, 1.64100], [3.01830, 0.92399, 2.91833], [2.38388, 1.72418, 3.84620], [2.00110, 3.00695, 3.47122], [2.29366, 3.41295, 2.18213], [2.93708, 2.66444, 1.29014], [3.41671, -2.32154, -4.16767], [0.01892, -1.73538, -4.76042], [-2.40069, -1.26038, -5.19869], [-3.26166, 1.04080, -4.69720], [-1.68533, 2.71049, -3.76321], [5.65956, -1.40827, 0.10683], [3.33980, -0.08168, 3.15720], [2.18304, 1.35647, 4.84739], [1.48437, 3.67130, 4.15225], [1.99864, 4.40353, 1.84295], [-0.52173, 1.25316, 2.32788], [-0.30789, 0.01011, 3.18546], [0.26497, -1.22398, 2.53318], [0.55062, -2.35916, 3.29333], [1.11790, -3.45450, 2.67129], [1.39104, -3.39502, 1.31119], [1.05984, -2.23290, 0.63348], [0.50381, -1.18550, 1.23497], [-1.67423, 1.27991, 1.41291], [-2.90061, 0.79983, 2.04801], [-3.09706, -0.69571, 2.13409], [-3.61759, -1.22963, 3.28615], [-3.92383, -2.62179, 3.31648], [-3.71684, -3.40823, 2.24493], [-3.15459, -2.81305, 1.01153], [-2.77224, -1.44279, 1.06712], [-1.90225, 2.65235, 0.97233], [-0.98732, 3.24212, -0.08493], [-1.40102, 4.38387, -0.76595], [-0.56004, 4.92482, -1.72446], [0.64792, 4.30150, -1.99139], [0.96786, 3.15232, -1.27980], [0.17427, 2.65588, -0.33280], [0.37838, 1.45872, 1.74883], [-0.63654, 2.09498, 3.04067], [-1.21546, -0.26613, 3.72597], [0.40237, 0.31478, 3.96502], [0.32672, -2.36951, 4.35345], [1.35379, -4.34638, 3.23999], [1.85707, -4.21425, 0.78165], [1.26446, -2.13064, -0.43107], [-3.74160, 1.17672, 1.46771], [-3.00576, 1.20574, 3.07124], [-3.74358, -0.60804, 4.16200], [-4.31943, -3.05991, 4.22709], [-3.92429, -4.46906, 2.26607], [-2.36500, -3.43091, 0.56552], [-1.88296, 3.33899, 1.84493], [-2.91467, 2.70315, 0.56534], [-2.36956, 4.82294, -0.55798], [-0.85477, 5.80967, -2.27739], [1.32376, 4.64916, -2.75972], [1.88248, 2.60238, -1.46417], [-6.07194, -1.71625, -1.81642], [-4.77721, -1.68896, -2.18356], [-4.66021, -0.74140, -3.13044], [-4.50604, -2.86630, -2.76869], [-3.63994, -1.30503, -0.76587], [-4.16202, -2.68723, -0.07902], [-4.21106, -0.00024, -0.49210], [-2.37521, -1.49153, -1.45356]],
  "forces_ev_per_a": [[0.6, 0.5, 0.2], [0.0, 0.0, 0.0], [-0.1, 0.0, -0.1], [0.2, 0.0, 0.0], [0.0, 0.0, 0.2], [-0.1, 0.3, 0.0], [-0.3, -0.1, -0.4], [0.2, 0.0, 0.1], [0.1, -0.1, 0.0], [0.1, 0.1, 0.0], [0.0, -0.1, 0.0], [0.0, 0.1, 0.1], [-0.1, 0.0, 0.0], [0.1, 0.0, -0.2], [-0.2, -0.1, -0.1], [0.1, 0.0, -0.1], [0.1, 0.0, 0.1], [0.0, 0.0, 0.0], [0.2, 0.1, -0.2], [-0.5, -0.3, 0.0], [0.0, 0.1, 0.0], [0.3, 0.1, 0.1], [0.1, 0.0, 0.0], [0.1, 0.0, 0.0], [0.0, 0.0, 0.0], [0.0, 0.1, 0.0], [-0.1, 0.1, -0.1], [0.0, 0.0, 0.0], [0.0, 0.0, 0.0], [0.0, 0.0, 0.0], [0.0, 0.0, 0.0], [0.0, 0.0, 0.0], [0.0, 0.0, 0.0], [0.0, 0.0, 0.0], [0.0, 0.0, 0.0], [0.0, 0.0, 0.0], [0.0, 0.0, 0.0], [0.0, 0.0, 0.1], [0.0, 0.0, 0.3], [-0.1, 0.0, 0.0], [0.0, 0.1, 0.0], [0.0, 0.0, 0.0], [0.0, 0.1, -0.1], [0.1, -0.2, 0.2], [0.1, 0.1, -0.1], [0.0, 0.0, 0.0], [0.0, 0.1, 0.0], [-0.1, 0.0, 0.2], [0.0, 0.2, -0.1], [0.0, -0.1, -0.1], [0.0, 0.0, 0.0], [0.1, -0.3, 0.2], [0.1, 0.1, 0.0], [-0.2, 0.1, 0.0], [-0.1, -0.1, 0.1], [0.0, 0.0, 0.0], [0.0, 0.0, 0.0], [0.1, -0.2, 0.0], [0.0, 0.2, 0.0], [0.0, -0.1, 0.0], [0.0, -0.1, 0.0], [0.0, -0.1, 0.0], [0.0, 0.0, -0.1], [-0.1, -0.1, -0.1], [0.0, 0.0, 0.0], [0.0, 0.0, 0.0], [0.0, 0.0, 0.0], [0.1, -0.1, 0.1], [0.0, -0.1, 0.0], [0.0, 0.0, 0.0], [0.0, 0.0, 0.0], [0.0, 0.0, 0.0], [0.0, 0.0, 0.0], [-0.1, 0.1, 0.0], [0.0, 0.0, 0.0], [0.0, 0.0, 0.0], [0.0, 0.0, 0.0], [0.0, 0.0, 0.0], [0.0, 0.1, 0.0], [0.1, 0.0, 0.0], [0.0, 0.0, 0.0], [0.0, -0.1, -0.1], [0.0, 0.0, 0.0], [0.0, 0.0, -0.1], [0.0, -0.1, -0.1], [-0.1, 0.3, 0.1], [-0.1, 0.0, 0.1], [-0.8, -0.3, -0.3]],
  "orbital_gap_ev": 5.2,
  "e_tot_ha": -3922.660699,
  "total_charge": -2,
  "e_above_lowest_kj_mol": 285.6,
  "e_homo_ev": -1.72,
  "e_lumo_ev": 3.50
}